(1)
C43H35F3N7O4S6W as an isolated structure in a non-equilibrium geometry. Source: the Open Molecules 2025 dataset; level of theory: wB97M-V/def2-TZVPD.

The geometry in ORCA input format:
```
! RIJCOSX wB97M-V def2-TZVPD def2/J DEFGRID3
* xyz -1 3
W -0.086 0.781 0.033
N -1.380 4.676 -0.659
C -0.623 5.114 0.420
C -0.361 6.389 0.908
C 0.442 6.471 2.030
C 0.952 5.314 2.643
C 0.683 4.057 2.142
C -0.106 3.965 1.005
N -0.514 2.842 0.264
C -1.268 3.330 -0.709
C -1.815 2.443 -1.704
C -2.586 2.694 -2.777
S -2.822 1.259 -3.662
C -1.906 0.382 -2.528
N -1.416 1.109 -1.545
H -1.774 5.246 -1.384
H -0.759 7.273 0.424
H 0.681 7.444 2.443
H 1.571 5.405 3.527
H 1.073 3.172 2.622
H -2.996 3.635 -3.115
H -1.739 -0.677 -2.635
O 0.158 -1.351 -0.787
S 1.021 -2.528 -1.200
C 2.500 -2.400 -0.244
C 3.775 -2.231 -0.765
C 4.863 -2.231 0.087
C 4.651 -2.363 1.458
C 3.378 -2.483 1.983
C 2.266 -2.502 1.141
C 1.568 -2.330 -2.872
C 2.295 -3.379 -3.433
C 2.649 -3.311 -4.768
C 2.261 -2.216 -5.539
C 1.519 -1.194 -4.971
C 1.162 -1.251 -3.628
H 3.916 -2.086 -1.830
H 5.862 -2.107 -0.311
H 5.495 -2.326 2.138
H 3.230 -2.476 3.055
H 0.344 -1.890 1.101
H 2.585 -4.233 -2.828
H 3.229 -4.112 -5.210
H 2.539 -2.167 -6.584
H 1.232 -0.326 -5.554
H 0.590 -0.454 -3.176
N 0.950 -2.530 1.597
C 0.519 -2.724 2.924
C 1.051 -3.706 3.755
C 0.539 -3.882 5.035
C -0.514 -3.100 5.491
C -1.056 -2.134 4.649
C -0.546 -1.943 3.375
H 1.849 -4.346 3.399
H 0.964 -4.646 5.675
H -0.908 -3.242 6.490
H -1.881 -1.514 4.980
H -0.961 -1.169 2.730
C -1.392 1.757 3.224
C -2.219 0.806 2.408
C -3.475 0.377 2.771
C -3.897 -0.551 1.787
C -2.889 -0.642 0.857
C -2.912 -1.612 -0.292
N -1.820 0.179 1.223
H -1.533 1.536 4.285
H -1.683 2.801 3.064
H -0.334 1.657 3.011
H -4.014 0.691 3.657
H -4.830 -1.101 1.754
H -3.352 -2.553 0.045
H -1.916 -1.826 -0.663
H -3.524 -1.256 -1.128
S 6.292 3.523 3.000
C 4.833 2.712 3.059
S 4.301 1.726 1.751
C 2.776 1.395 2.533
N 2.691 1.968 3.688
N 3.844 2.697 3.992
C 3.835 3.290 5.301
C 2.624 3.327 6.001
C 2.571 3.877 7.270
C 3.712 4.396 7.870
C 4.910 4.349 7.175
C 4.983 3.801 5.898
S 1.592 0.301 1.890
H 1.738 2.910 5.547
H 1.623 3.896 7.796
H 3.668 4.823 8.864
H 5.816 4.741 7.624
H 5.925 3.771 5.376
F 2.470 3.489 -0.355
C 2.928 3.232 -1.583
F 2.662 4.302 -2.348
F 4.251 3.086 -1.522
S 2.143 1.734 -2.327
O 3.108 1.303 -3.303
O 0.899 2.257 -2.852
O 1.947 0.781 -1.195
*
```

## Properties
Calculated total energy   -5099.77379 a.u.
Strongest force on any atom   1.77 eV Å⁻¹
LUMO level (spin up / spin down)   0.0718 / 0.0713 Eh
HOMO level (spin up / spin down)   -3.206 / -2.940 eV

Just the Mulliken charges please, in e? Sure, here they are: 0.083 0.031 0.797 -1.297 -0.697 -1.027 0.624 -1.155 1.136 0.264 -0.256 -0.388 -0.358 -0.508 0.785 0.257 0.430 0.404 0.554 0.462 0.442 0.424 -0.497 0.149 1.449 -0.255 -0.943 -0.795 -0.464 -1.001 0.517 -0.197 -0.677 -0.583 -1.075 0.349 0.372 0.395 0.385 0.585 -0.249 0.504 0.387 0.383 0.448 0.164 0.271 0.099 -0.139 -0.675 -0.699 -0.670 0.373 0.526 0.377 0.389 0.458 0.142 -1.190 0.299 -0.870 -1.258 0.727 -1.290 1.005 0.537 0.403 -0.276 0.540 0.454 0.441 -0.230 0.342 -0.423 0.169 -0.077 -0.471 -0.582 0.503 0.518 -0.216 -0.672 -0.435 -0.670 -0.522 0.409 0.552 0.359 0.370 0.361 0.188 -0.016 0.335 -0.264 -0.241 1.077 -0.632 -0.690 -0.374


(2)
C54H48I2N7O2PPbTe as an isolated structure. Source: the Open Molecules 2025 dataset; level of theory: wB97M-V/def2-TZVPD.

The geometry in ORCA input format:
```
! RIJCOSX wB97M-V def2-TZVPD def2/J DEFGRID3
* xyz 2 1
Pb -0.130 -0.928 0.682
I 7.871 0.437 3.092
C 6.157 -0.335 2.194
C 5.891 -1.686 2.244
C 4.772 -2.215 1.600
I 4.524 -4.273 1.933
C 3.907 -1.390 0.878
O 2.850 -1.729 0.084
C 4.132 0.006 0.939
C 3.134 0.983 0.367
N 1.864 0.981 1.121
C 2.047 1.084 2.570
C 2.232 -0.251 3.263
C 3.109 -0.367 4.332
C 3.180 -1.565 5.023
C 2.375 -2.621 4.625
C 1.548 -2.432 3.536
N 1.472 -1.277 2.863
C 5.260 0.511 1.560
H 6.555 -2.351 2.780
H 3.582 1.980 0.409
H 2.925 0.748 -0.679
H 1.311 1.780 0.825
H 2.894 1.726 2.833
H 1.149 1.553 2.982
H 3.732 0.474 4.616
H 3.861 -1.675 5.859
H 2.397 -3.575 5.135
H 0.913 -3.240 3.179
H 5.430 1.581 1.564
N -0.779 1.110 -3.764
C -0.401 0.785 -2.529
N -0.991 -0.085 -1.768
C -2.110 -0.764 -2.264
N -2.826 -1.569 -1.553
N -2.412 -1.726 -0.240
C -3.346 -2.011 0.570
C -3.120 -2.073 2.030
C -4.181 -2.411 2.853
C -4.014 -2.359 4.230
C -2.796 -1.945 4.733
C -1.781 -1.629 3.840
N -1.920 -1.708 2.519
C -2.516 -0.524 -3.655
C -3.559 -1.225 -4.266
C -3.911 -0.947 -5.569
C -3.230 0.043 -6.282
C -2.197 0.741 -5.698
C -1.842 0.447 -4.386
H -0.261 1.798 -4.285
H 0.475 1.303 -2.148
H -4.364 -2.137 0.203
H -5.127 -2.703 2.413
H -4.829 -2.623 4.891
H -2.622 -1.867 5.799
H -0.821 -1.287 4.206
H -4.076 -1.984 -3.694
H -4.715 -1.494 -6.043
H -3.512 0.264 -7.303
H -1.661 1.505 -6.250
O -1.368 1.126 1.311
P -1.773 2.577 1.198
C -0.333 3.616 0.889
C 0.078 3.909 -0.415
C 1.251 4.619 -0.632
C 2.019 5.039 0.449
C 1.618 4.750 1.748
C 0.443 4.044 1.970
C -2.535 3.145 2.713
C -3.008 2.182 3.604
C -3.685 2.578 4.749
C -3.890 3.928 5.002
C -3.415 4.889 4.117
C -2.738 4.501 2.971
C -2.935 2.857 -0.140
C -3.198 4.136 -0.637
C -4.131 4.302 -1.649
C -4.805 3.199 -2.164
C -4.558 1.929 -1.661
C -3.626 1.759 -0.645
H -0.532 3.591 -1.254
H 1.559 4.867 -1.640
H 2.925 5.607 0.278
H 2.212 5.091 2.587
H 0.119 3.830 2.983
H -2.837 1.132 3.392
H -4.056 1.834 5.445
H -4.422 4.235 5.895
H -3.572 5.941 4.322
H -2.361 5.254 2.287
H -2.675 4.999 -0.240
H -4.337 5.294 -2.036
H -5.535 3.335 -2.954
H -5.095 1.073 -2.053
H -3.434 0.779 -0.228
C 2.860 -4.516 -6.547
C 2.649 -4.141 -5.105
C 3.714 -4.076 -4.213
C 3.542 -3.777 -2.868
C 4.768 -3.760 -1.993
C 2.238 -3.517 -2.412
Te 1.841 -3.399 -0.338
C 1.143 -3.545 -3.291
C -0.286 -3.285 -2.872
C 1.379 -3.851 -4.626
H 3.887 -4.831 -6.729
H 2.642 -3.673 -7.207
H 2.196 -5.333 -6.833
H 4.719 -4.279 -4.571
H 5.640 -3.457 -2.573
H 4.971 -4.756 -1.593
H 4.676 -3.070 -1.161
H -0.335 -2.737 -1.933
H -0.840 -4.219 -2.741
H -0.807 -2.710 -3.640
H 0.533 -3.874 -5.309
*
```

## Properties
Calculated total energy   -4017.60125 a.u.
Strongest force on any atom   0.78 eV Å⁻¹
LUMO level   -0.1895 Eh
HOMO level   -11.819 eV

Mulliken atomic charge list, values in e, 99 entries: 2.466 0.137 -0.997 -0.355 0.076 0.118 0.362 -0.548 0.416 -1.656 1.235 -1.158 0.672 -0.752 -0.754 -0.968 -0.901 1.426 -0.374 0.492 0.568 0.411 -0.903 0.231 0.454 0.561 0.459 0.508 0.503 0.519 0.183 -1.255 0.520 -0.130 -1.075 0.456 -0.929 0.606 -0.758 -0.599 -0.909 -0.548 0.303 0.563 -0.610 -0.885 -0.551 -0.975 0.324 0.336 0.594 0.411 0.507 0.458 0.509 0.527 0.478 0.488 0.466 0.481 0.807 1.245 -0.393 -0.260 -0.919 -0.645 -0.787 -0.498 0.346 -0.327 -0.597 -0.631 -0.746 -0.343 0.359 -0.131 -0.759 -0.773 -0.405 -0.151 0.563 0.480 0.454 0.512 0.454 0.101 0.478 0.410 0.439 0.333 0.379 0.462 0.445 0.474 -0.054 -1.503 0.565 -0.945 0.745